Record 1
Here is an isolated molecule of C3H7NO from the OMol25 dataset. Energies are from the ωB97M-V functional and the def2-TZVPD basis.

Calculated values
E ... -248.46804 hartree
HOMO ... -8.99 eV
SMILES string ... CNCC=O
Energy relative to the best compared isomer or geometry (same formula, charge and spin) ... 153.5 kJ/mol

Geometry (Å):
C  0.40  1.07  1.04
N  0.94  0.15  0.06
C  0.05  -0.89  -0.37
C  -1.10  -0.45  -1.24
O  -1.27  0.68  -1.65
H  -0.03  0.62  1.94
H  -0.42  1.69  0.59
H  1.20  1.75  1.31
H  1.87  -0.21  0.29
H  -0.36  -1.50  0.49
H  0.56  -1.65  -0.99
H  -1.83  -1.27  -1.48

Here are the natural (NBO) charges for atoms 1 to 6, given in e: number 1, C, carries -0.42; number 2, N, carries -0.62; number 3, C, carries -0.33; number 4, C, carries 0.42; number 5, O, carries -0.52; number 6, H, carries 0.16


Record 2
Here is a structure of composition C19H23AlBrF4O3 from the OMol25 dataset. Energies are from the ωB97M-V functional and the def2-TZVPD basis.

Calculated values
E ... -4179.73411 hartree
HOMO ... -7.80 eV
Charge ... -1
Energy relative to the best compared isomer or geometry (same formula, charge and spin) ... 0.0 kJ/mol

Geometry (Å):
C  3.09  -4.80  -1.96
C  2.45  -4.00  -1.33
C  1.88  -2.73  -0.91
C  2.48  -1.94  -0.01
C  3.78  -2.31  0.69
C  3.42  -2.70  2.15
O  4.19  -2.54  3.04
Br  1.66  -3.47  2.60
C  1.83  -0.62  0.38
O  2.40  0.00  1.25
C  0.53  -0.16  -0.25
C  -0.06  1.20  0.13
C  1.00  2.35  0.24
C  0.99  3.13  1.58
C  0.79  2.26  2.85
C  2.43  3.80  1.71
C  -0.08  -0.96  -1.13
C  -1.40  -0.66  -1.81
C  -2.59  -0.28  -0.88
C  -2.66  -1.01  0.49
C  -3.70  -2.19  0.53
C  0.56  -2.28  -1.52
O  0.08  -3.01  -2.35
H  3.62  -5.55  -2.51
H  4.45  -1.45  0.67
H  4.25  -3.19  0.24
H  -0.70  1.11  1.02
H  -0.74  1.49  -0.68
H  0.77  3.09  -0.55
H  1.99  1.97  -0.02
H  0.29  3.98  1.54
H  1.36  2.63  3.71
H  0.99  1.19  2.70
H  -0.27  2.35  3.15
H  3.04  3.57  0.82
H  2.97  3.36  2.56
H  2.35  4.89  1.83
H  -1.26  0.16  -2.53
H  -1.73  -1.51  -2.42
H  -3.51  -0.54  -1.42
H  -2.64  0.81  -0.74
H  -1.71  -1.39  0.88
H  -3.02  -0.27  1.23
H  -3.29  -2.95  1.22
H  -4.61  -1.82  1.04
H  -3.95  -2.59  -0.45
F  -4.30  3.01  -5.05
Al  -4.35  2.72  -3.35
F  -4.84  1.09  -3.06
F  -5.47  3.80  -2.61
F  -2.78  2.96  -2.68

Here are the natural (NBO) charges for atoms 1 to 6, given in e: number 1, C, carries -0.19; number 2, C, carries -0.02; number 3, C, carries -0.16; number 4, C, carries 0.00; number 5, C, carries -0.55; number 6, C, carries 0.56


Record 3
Here is a structure of composition C2H4N4O2 from the OMol25 dataset. Energies are from the ωB97M-V functional and the def2-TZVPD basis.

Calculated values
E ... -447.89114 hartree
HOMO ... -8.09 eV
Energy relative to the best compared isomer or geometry (same formula, charge and spin) ... 554.7 kJ/mol

Geometry (Å):
C  -0.40  0.53  -0.06
C  1.60  -0.12  0.11
H  -2.15  -1.20  1.23
H  -3.16  -0.60  -0.39
H  0.10  2.29  -0.40
H  2.45  -1.77  -0.63
N  -1.99  -0.84  -0.10
N  -1.70  0.52  0.16
N  0.43  1.49  0.00
N  1.74  1.13  0.06
O  2.76  -0.84  0.10
O  0.32  -0.61  -0.08

Here are the natural (NBO) charges for atoms 1 to 6, given in e: number 1, C, carries 0.61; number 2, C, carries 0.70; number 3, H, carries 0.28; number 4, H, carries 0.36; number 5, H, carries 0.40; number 6, H, carries 0.49